Record 1
Molecular formula: C6H13N2S2
Method: DFT, ωB97M-V with the def2-TZVPD basis set

Results
frontier orbital gap	8.72	eV
energy above the lowest of the compared OMol25 structures with the same formula, charge and spin	48.2	kcal per mole

The geometry in ORCA input format:
```
! RIJCOSX wB97M-V def2-TZVPD def2/J DEFGRID3
* xyz 1 1
C -3.4065 -0.3220 -1.3543
C -0.5661 -0.9421 1.2845
C 0.5152 0.7448 -0.0641
C 1.7266 0.0541 0.3942
C 2.7283 -0.2294 -0.7766
C 2.3826 0.9453 1.5482
N -2.9954 0.1182 -0.2402
N -0.6167 0.1996 0.3158
S -2.4365 -0.8497 -2.6296
S 1.1277 -1.5532 1.2294
H -0.8291 -0.6035 2.3202
H -1.2561 -1.7234 0.8927
H 0.4514 1.5694 -0.7693
H 2.3795 -1.1878 -1.2869
H 3.7362 -0.1271 -0.3406
H 2.7407 0.6577 -1.4159
H 3.1086 0.2740 2.1551
H 1.6505 1.3910 2.1820
H 2.8152 1.8627 1.0677
H -3.6543 0.6560 0.3626
H -1.6339 0.3767 0.1499
H -3.5142 -1.0767 -3.4451
H -4.4535 -0.2345 -1.5796
*
```

Results of the natural (NBO) charge analysis, in e, for atoms 1 through 4: -0.005 -0.395 0.256 -0.188



Record 2
Molecular formula: C6H13N2SSn
Method: DFT, ωB97M-V with the def2-TZVPD basis set

Results
frontier orbital gap	6.99	eV
energy above the lowest of the compared OMol25 structures with the same formula, charge and spin	0.0	kcal per mole

The geometry in ORCA input format:
```
! RIJCOSX wB97M-V def2-TZVPD def2/J DEFGRID3
* xyz 1 1
C -0.0361 0.8123 -4.0378
Sn 0.3265 -0.5953 -2.5254
N -1.1832 -1.7335 -0.0340
H 1.3292 -1.9502 -2.8288
H -0.1939 -1.8378 0.1838
H -0.8342 -1.5036 -1.6444
H -0.6545 0.2411 -4.7206
H 0.7327 1.3729 -4.5375
H -0.6619 1.4695 -3.4263
H -1.6510 -0.8846 0.2756
H -1.7139 -2.5492 -0.2869
S 1.3185 1.0651 -0.9143
C 0.7313 0.8181 0.6828
N 1.5800 0.2363 1.5940
C 1.2190 -0.0831 2.8802
C -0.0552 0.2538 3.3097
C -0.8938 0.9892 2.4649
C -0.4849 1.3207 1.1723
H 2.5173 -0.0304 1.2662
H 1.9538 -0.5994 3.4809
H -0.3730 -0.0189 4.3138
H -1.8803 1.2778 2.8137
H -1.0923 1.9291 0.5182
*
```

Results of the natural (NBO) charge analysis, in e, for atoms 1 through 4: -1.026 1.019 -1.101 -0.193



Record 3
Molecular formula: C6H13N2Si
Method: DFT, ωB97M-V with the def2-TZVPD basis set

Results
frontier orbital gap (alpha / beta)	6.96 / 6.76	eV
energy above the lowest of the compared OMol25 structures with the same formula, charge and spin	140.6	kcal per mole

The geometry in ORCA input format:
```
! RIJCOSX wB97M-V def2-TZVPD def2/J DEFGRID3
* xyz 1 1
C -0.3069 1.8768 -0.4744
C -0.5120 1.0256 -1.5602
C 0.0140 -0.8677 -0.2241
C -1.0289 1.3608 -2.9294
C 0.5125 2.0887 1.8712
C 0.0167 -3.3866 1.6977
N 0.3315 1.4278 0.5722
N -0.3448 -0.2826 -1.3205
Si 1.0821 -2.0621 0.7765
H -0.3972 2.9415 -0.6275
H -2.0244 1.7835 -2.9109
H -0.3098 2.0600 -3.2819
H -0.9520 0.5017 -3.4795
H 1.4668 1.9113 2.3125
H 0.5116 3.0997 1.6167
H -0.3727 1.9169 2.4951
H 0.2682 -3.9320 2.6978
H -1.0140 -2.8565 1.7971
H -0.1283 -4.1548 0.9407
H -0.7001 -0.8508 -2.0374
H 1.4877 -0.9932 1.8632
H 2.3999 -2.6080 0.2051
*
```

Results of the natural (NBO) charge analysis, in e, for atoms 1 through 4: 0.035 0.129 0.104 -0.625



Record 4
Molecular formula: C6H13N3
Method: DFT, ωB97M-V with the def2-TZVPD basis set

Results
frontier orbital gap	8.08	eV
energy above the lowest of the compared OMol25 structures with the same formula, charge and spin	133.4	kcal per mole

The geometry in ORCA input format:
```
! RIJCOSX wB97M-V def2-TZVPD def2/J DEFGRID3
* xyz 0 1
C 0.0386 1.6774 -1.2613
C -0.2932 0.2242 2.4058
C 0.6567 0.0815 1.2544
C -0.7454 0.6625 -0.4778
N 1.7735 0.6947 1.1638
N -1.9869 0.7677 -0.2360
H -2.4420 1.5304 -0.7492
H 2.4455 0.3315 0.4947
H 1.1135 1.6295 -1.0875
H -0.1053 1.5069 -2.3319
H -0.4455 1.2868 2.5970
H -1.2532 -0.2389 2.1902
H 0.1502 -0.2202 3.2986
H -0.3134 2.6861 -1.0249
C 0.7626 -1.4810 -1.5746
C -0.2300 -1.2920 -0.4761
N -1.1912 -2.0406 -0.1899
H -1.5225 -2.1378 0.7644
H 0.5829 -1.0609 0.8113
H 0.2818 -1.2771 -2.5320
H 1.6140 -0.8143 -1.4468
H 1.1093 -2.5164 -1.5923
*
```

Results of the natural (NBO) charge analysis, in e, for atoms 1 through 4: -0.729 -0.680 0.244 0.233



Record 5
Molecular formula: C6H13N3
Method: DFT, ωB97M-V with the def2-TZVPD basis set

Results
SMILES	CC[C@@H]1CN=CN(C)N1
frontier orbital gap	9.25	eV
energy above the lowest of the compared OMol25 structures with the same formula, charge and spin	116.1	kcal per mole

The geometry in ORCA input format:
```
! RIJCOSX wB97M-V def2-TZVPD def2/J DEFGRID3
* xyz 0 1
C -2.8436 -0.1582 -0.4965
C -1.4325 -0.7000 -0.4046
C -0.5757 -0.1969 0.7226
C -0.5947 1.2848 0.7651
N 0.4990 1.9514 -0.1615
C 1.3769 1.2114 -0.6051
N 1.4957 -0.1946 -0.4543
C 2.9270 -0.6484 -0.0966
N 0.8381 -0.5805 0.7439
H -3.3427 -0.9996 -1.1818
H -2.9979 1.0322 -0.9343
H -3.3370 -0.2321 0.5592
H -0.6398 -0.6123 -1.2534
H -1.3181 -1.8673 -0.4232
H -0.8209 -0.6939 1.7163
H -0.4576 1.8209 1.8816
H -1.6872 1.5028 0.3276
H 2.0650 1.6480 -1.2616
H 3.3187 0.1845 0.7473
H 3.5921 -0.4119 -1.0401
H 3.0452 -1.7014 0.2988
H 0.8898 -1.6390 0.5504
*
```

Results of the natural (NBO) charge analysis, in e, for atoms 1 through 4: -0.648 -0.467 -0.117 -0.268



Record 6
Molecular formula: C6H13N3
Method: DFT, ωB97M-V with the def2-TZVPD basis set

Results
frontier orbital gap	8.51	eV
energy above the lowest of the compared OMol25 structures with the same formula, charge and spin	107.3	kcal per mole

The geometry in ORCA input format:
```
! RIJCOSX wB97M-V def2-TZVPD def2/J DEFGRID3
* xyz 0 1
C -0.6499 -2.3181 1.3874
C -0.4815 1.8481 0.7227
C -0.4706 2.7485 1.9365
C 1.8169 -1.7784 -1.3610
C -0.6738 -0.1080 -1.5454
C 1.0533 -1.1253 -0.2394
N -0.0238 -2.5278 0.2957
N 0.2553 0.8089 0.6633
N 0.1783 -0.0600 -0.4084
H -1.3150 -3.1891 1.6275
H -0.7960 -1.4491 2.0597
H -1.3864 2.0086 0.0864
H 0.5681 3.0598 2.1874
H -0.8729 2.4060 2.7945
H -1.1000 3.4610 1.6210
H 2.4106 -2.5087 -0.7633
H 1.2389 -2.3865 -2.0387
H 2.5770 -1.1556 -1.7409
H -0.9159 -1.1370 -1.9972
H -1.6916 0.2387 -1.1965
H -0.3792 0.6472 -2.2460
H 1.6196 -1.0622 0.7094
*
```

Results of the natural (NBO) charge analysis, in e, for atoms 1 through 4: -0.122 0.016 -0.640 -0.661



Record 7
Molecular formula: C6H13N3O
Method: DFT, ωB97M-V with the def2-TZVPD basis set

Results
frontier orbital gap	1.33	eV
energy above the lowest of the compared OMol25 structures with the same formula, charge and spin	139.9	kcal per mole

The geometry in ORCA input format:
```
! RIJCOSX wB97M-V def2-TZVPD def2/J DEFGRID3
* xyz 2 1
C 1.1216 2.5670 -1.0910
C 3.6151 0.8277 0.5128
C 1.5935 -0.4601 0.1325
C 2.1468 2.3498 -0.5040
C 3.9715 3.2962 0.4171
C 1.5275 -2.9214 0.2743
N 3.2980 2.0847 0.1116
N 2.9332 -0.3298 0.4195
N -12.0861 -2.5254 -0.6008
O 0.9975 -1.5957 0.0177
H 0.2690 2.7523 -1.7969
H 4.4349 0.8990 1.2459
H 0.9035 0.3630 0.1050
H 3.2501 3.9882 0.7648
H 4.6445 3.2419 1.3288
H 4.3782 3.7252 -0.6259
H 0.7832 -3.6189 -0.0080
H 1.8163 -3.0176 1.2975
H 2.2865 -3.2325 -0.4860
H 3.4587 -1.1091 0.4640
H -11.5837 -2.8593 0.2379
H -11.8057 -2.9738 -1.4662
H -11.9540 -1.4514 -0.7507
*
```

Results of the natural (NBO) charge analysis, in e, for atoms 1 through 4: -0.031 0.395 0.616 0.017



Record 8
Molecular formula: C6H13N3O2S
Method: DFT, ωB97M-V with the def2-TZVPD basis set

Results
SMILES	NC[C@](N)(C(=O)O)[C@@H]1NCCS1
frontier orbital gap	8.65	eV
energy above the lowest of the compared OMol25 structures with the same formula, charge and spin	68.9	kcal per mole

The geometry in ORCA input format:
```
! RIJCOSX wB97M-V def2-TZVPD def2/J DEFGRID3
* xyz 0 1
N -2.4430 1.4499 1.5653
C -1.9452 1.4293 0.2539
C -0.7954 -0.0037 -0.1843
N -0.7044 0.0756 -1.6974
C -1.8065 -1.2335 0.0313
O -2.2028 -1.4726 1.1335
O -2.0547 -1.8663 -1.1198
C 0.5237 -0.1200 0.6391
N 1.6180 0.6909 0.0328
C 2.8941 0.0932 0.1209
C 2.6375 -1.3916 -0.2832
S 1.0354 -1.8150 0.5599
H -3.0706 0.6754 1.8505
H -1.9887 1.9832 2.3052
H -2.8602 1.1113 -0.3705
H -1.2907 2.2583 0.0433
H -0.5913 1.0301 -2.0589
H 0.2172 -0.3410 -2.0174
H -1.4942 -1.3782 -1.8140
H 0.2449 0.1596 1.6996
H 1.6184 1.7080 0.3501
H 3.2114 0.1282 1.1231
H 3.3379 0.5681 -0.7550
H 2.5369 -1.5583 -1.3338
H 3.3721 -2.1809 -0.0741
*
```

Results of the natural (NBO) charge analysis, in e, for atoms 1 through 4: -0.860 -0.174 -0.007 -0.900



Record 9
Molecular formula: C6H13N3O4
Method: DFT, ωB97M-V with the def2-TZVPD basis set

Results
frontier orbital gap (alpha / beta)	6.08 / 7.16	eV
expectation value of S²	2.0125

The geometry in ORCA input format:
```
! RIJCOSX wB97M-V def2-TZVPD def2/J DEFGRID3
* xyz 0 3
C -4.2637 0.9461 -1.4040
C -3.2582 -0.7770 -2.7785
C -3.2284 -1.6756 -1.5694
C 2.1281 -0.6617 0.0073
C 3.8810 0.5995 1.3439
C 2.4322 0.3829 1.0276
N 1.4792 1.0176 1.5594
N -2.6178 2.1316 -0.2289
N -1.5772 2.0871 0.3543
O -1.0974 0.9088 0.8220
O -3.7408 0.4816 -2.6274
O -3.3492 0.9158 -0.3693
O -2.8755 -1.1078 -3.8650
H -4.5889 1.9729 -1.6093
H -5.1169 0.3282 -1.0885
H -2.7872 -2.6262 -1.8580
H -4.2375 -1.8416 -1.1971
H -2.6432 -1.2203 -0.7744
H 2.5402 -0.3662 -0.9561
H 2.5928 -1.6040 0.2918
H 1.0554 -0.7998 -0.0910
H 4.4225 0.8756 0.4394
H 4.3209 -0.3190 1.7276
H 4.0085 1.3879 2.0839
H -0.1535 1.0451 1.1490
H 1.7497 1.7156 2.2470
*
```

Results of the natural (NBO) charge analysis, in e, for atoms 1 through 4: 0.208 0.800 -0.754 -0.677



Record 10
Molecular formula: C6H13N4
Method: DFT, ωB97M-V with the def2-TZVPD basis set

Results
SMILES	Cn1cc(N)[nH]c1=[N+](C)C
frontier orbital gap	8.56	eV
energy above the lowest of the compared OMol25 structures with the same formula, charge and spin	19.5	kcal per mole

The geometry in ORCA input format:
```
! RIJCOSX wB97M-V def2-TZVPD def2/J DEFGRID3
* xyz 1 1
C -1.4776 1.1081 -1.4521
N -1.1654 0.4698 -0.1932
C -2.2310 -0.0361 0.5064
C -1.7819 -1.1769 1.1110
N -2.4708 -2.0461 1.8379
N -0.4191 -1.2532 0.9033
C -0.0285 -0.2809 0.0453
N 1.2245 0.0628 -0.1500
C 1.6865 1.4164 -0.4664
C 2.2680 -0.9461 0.0203
H -2.3598 0.6138 -1.8428
H -1.6984 2.2141 -1.2831
H -0.6399 1.1102 -2.1579
H -3.2496 0.3848 0.3559
H -3.4728 -1.8552 1.9798
H -1.9316 -2.7929 2.1483
H 0.1758 -1.9420 1.2970
H 2.7816 1.5467 -0.3998
H 1.6456 1.6773 -1.5351
H 0.9428 2.0359 0.0626
H 3.1310 -0.8315 -0.8034
H 2.8869 -0.9208 0.9282
H 1.8593 -1.9422 -0.1470
*
```

Results of the natural (NBO) charge analysis, in e, for atoms 1 through 4: -0.419 -0.337 -0.193 0.337



Record 11
Molecular formula: C6H13N4
Method: DFT, ωB97M-V with the def2-TZVPD basis set

Results
SMILES	C=[N+]1NN=C(NCC)[C@@H]1C
frontier orbital gap (alpha / beta)	7.48 / 7.48	eV
energy above the lowest of the compared OMol25 structures with the same formula, charge and spin	107.3	kcal per mole

The geometry in ORCA input format:
```
! RIJCOSX wB97M-V def2-TZVPD def2/J DEFGRID3
* xyz 1 1
C -2.9736 1.8299 1.3042
N -1.7519 1.4161 0.9989
N -0.7641 2.2768 0.6092
N 0.4177 1.7646 0.2276
C 0.3280 0.4552 0.2592
N 1.1538 -0.5153 -0.1130
C 2.5605 -0.2554 -0.2423
C 3.2929 -1.3692 -0.9917
C -1.2636 0.0016 0.8884
C -2.0503 -0.7735 -0.1485
H -3.1190 2.8646 1.3246
H -3.7158 1.1523 1.3034
H -1.0474 3.2480 0.3558
H 0.9810 -1.5309 0.1270
H 2.6148 0.8080 -0.7893
H 3.0442 -0.0740 0.8253
H 4.1374 -0.8461 -1.3652
H 3.5858 -2.2853 -0.4680
H 2.8862 -1.8987 -1.7647
H -1.0128 -0.4727 1.7730
H -2.1264 -0.3083 -1.1835
H -3.1207 -0.7334 -0.0432
H -1.7060 -1.7368 -0.3080
*
```

Results of the natural (NBO) charge analysis, in e, for atoms 1 through 4: -0.052 -0.049 -0.222 -0.324